C4H10N2O2 | ωB97M-V/def2-TZVPD

LUMO level, eV: 0.677
Molecular weight, g/mol: 118.14
Energy above the lowest of the compared OMol25 structures with the same formula, charge and spin, kcal/mol: 116.0
HOMO-LUMO gap, eV: 8.739

Each line ends with the Mulliken charge.
Atoms and positions in Å:
H  1.05364  1.77242  -1.43256  0.32
H  -1.20888  0.51020  1.55603  0.31
O  0.75928  0.87208  -1.22992  -0.49
H  2.20597  -1.45766  -1.03436  0.22
H  -0.90648  -1.85404  1.07037  0.30
H  1.25162  -0.71395  1.55470  0.33
H  -1.81366  0.70127  -1.46890  0.30
C  0.66552  0.82399  0.15954  0.52
N  1.11506  -0.81680  0.54860  -0.15
H  2.85596  -1.87145  0.40984  0.24
H  -1.86121  2.05596  -0.33640  0.31
C  -1.05890  0.24992  0.50910  0.20
H  -0.74406  -1.49480  -0.73352  0.25
C  -0.71482  -1.12555  0.28901  -0.46
N  2.36770  -1.12758  -0.08468  -0.57
O  1.07366  1.75178  0.84047  -0.70
H  -3.04217  0.74979  -0.18888  0.38
C  -1.99821  0.97441  -0.42842  -1.32